(1)
Below is C30H34IN5OTa as an isolated structure, with properties calculated with the ωB97M-V functional and the def2-TZVPD basis.

As for the net charge: +1. The value obtained for the molecular weight is 788.488 g/mol. The HOMO energy is -10.70 eV.

```
72
C30H34IN5OTa, DFT the ωB97M-V functional and the def2-TZVPD basis
Ta -0.51044 -0.03100 0.01644
C 1.73730 -1.28828 -2.55216
N 1.73483 -0.21122 -1.54558
C 2.07211 1.04678 -2.24375
C 2.72170 -0.44265 -0.50431
C 3.91207 -1.13649 -0.69434
C 4.74865 -1.39984 0.37752
C 4.38589 -0.98438 1.65148
C 3.21654 -0.27108 1.83920
C 2.40173 0.04627 0.75191
N 1.16395 0.72902 0.92971
C 1.18778 1.74715 1.91281
C 2.33251 2.47167 2.25196
C 2.27209 3.44076 3.23704
C 1.07921 3.70986 3.89647
C -0.06896 3.03209 3.52714
C -0.01204 2.07496 2.52470
N -1.18326 1.39821 2.01500
C -1.84017 0.62140 3.08350
C -2.15049 2.41349 1.52767
H 2.67775 -1.30723 -3.10837
H 0.93524 -1.11393 -3.26633
H 1.58319 -2.25128 -2.07185
H 3.03812 0.94552 -2.74952
H 2.14138 1.86150 -1.52919
H 1.31110 1.27758 -2.98941
H 4.18342 -1.49704 -1.67485
H 5.66428 -1.94997 0.22096
H 5.00639 -1.22476 2.50223
H 2.92634 0.03927 2.83307
H 3.26771 2.27391 1.74813
H 3.16686 3.98737 3.49415
H 1.04115 4.45366 4.67834
H -1.00961 3.25619 4.00949
H -2.25342 1.29252 3.84067
H -1.11713 -0.04464 3.54858
H -2.64561 0.03024 2.66275
H -2.49929 3.03224 2.35710
H -3.00671 1.91410 1.08520
H -1.67964 3.05932 0.79188
C -0.66594 5.69189 -1.33196
C 0.18764 4.90044 -0.57889
C 0.14429 3.52009 -0.70485
C -0.74875 2.94067 -1.59405
C -1.61720 3.72539 -2.34540
C -1.56694 5.10137 -2.21052
N -0.80643 1.50221 -1.69357
N -1.23485 1.09248 -2.79317
C -1.38275 -0.28917 -2.91769
C -1.88923 -0.73281 -4.14077
C -2.08639 -2.08783 -4.32333
C -1.79124 -2.95376 -3.27814
C -1.27889 -2.48545 -2.06921
C -1.02465 -1.13402 -1.85636
H -0.63748 6.76769 -1.23086
H 0.88640 5.34967 0.11284
H 0.80197 2.90150 -0.11348
H -2.32237 3.25870 -3.01650
H -2.23915 5.71644 -2.79027
H -2.12045 -0.01280 -4.91306
H -2.47785 -2.46570 -5.25662
H -1.96388 -4.01455 -3.40376
H -1.08265 -3.21132 -1.29255
I -1.17936 -2.88530 1.94053
C 0.27669 -2.00968 0.62125
H 0.45902 -2.75091 -0.14766
H 1.16529 -1.91818 1.24014
C -3.65091 -0.66327 0.29050
O -2.33239 -0.19842 0.18423
H -4.32650 0.17567 0.47329
H -3.70456 -1.37846 1.11349
H -3.92245 -1.16268 -0.64306
```



(2)
Below is a 11-piece molecular cluster, C20H45BF4N5O5 overall, with properties calculated with the ωB97M-V functional and the def2-TZVPD basis.

As for the net charge: -1. The value obtained for the molecular weight is 522.414 g/mol. The HOMO energy is -7.50 eV. The calculation puts the relative energy (zero: lowest compared OMol25 entry of this formula, charge and spin) at 81.7 kcal/mol.

```
80
C20H45BF4N5O5, DFT the ωB97M-V functional and the def2-TZVPD basis
B 0.61177 -0.11185 0.39222
F 1.91077 -0.03785 -0.19178
F 0.50777 -1.43885 0.74322
F 0.47477 0.66015 1.47822
F -0.35523 0.16415 -0.56878
C -0.63723 3.42115 0.67922
C -1.30223 4.72515 1.19422
N -1.78923 5.74315 1.48722
H -0.01823 3.36015 -0.28978
H 0.13077 3.06715 1.62322
H -1.42823 2.64315 0.53622
C 2.11877 -4.90285 0.94222
C 1.21777 -5.54085 -0.04278
N 0.49877 -6.12385 -0.83278
H 2.61177 -5.48085 1.68922
H 3.01077 -4.54085 0.32522
H 1.87377 -3.96785 1.44922
C -1.95923 -1.03785 -2.92778
C -2.76423 -0.92285 -4.11078
N -3.51923 -0.88485 -5.05678
H -1.11123 -2.01785 -2.96178
H -1.44523 -0.00785 -3.02478
H -2.76723 -0.87585 -2.02878
C -3.17823 -0.47885 1.33222
C -3.85523 0.66015 0.52022
N -4.32823 1.40615 -0.12378
H -3.78323 -1.40585 1.07722
H -2.15723 -0.40285 1.10522
H -3.40623 -0.34785 2.36522
C 2.07377 -2.58485 -2.83878
C 3.34277 -2.63285 -2.09778
N 4.33077 -2.67285 -1.42478
H 1.58277 -1.73485 -2.59578
H 2.22477 -2.54085 -3.92678
H 1.34477 -3.37285 -2.46378
C -1.51023 -0.34885 5.48022
C -0.17123 -0.56985 4.64022
O -0.40723 -1.35185 3.41022
H -1.46323 0.07815 6.64522
H -1.85723 -1.31185 5.58622
H -2.17923 0.32615 4.97522
H 0.63377 -1.23485 5.45722
H 0.15377 0.46215 4.50622
H -0.08723 -0.75685 2.74322
C 3.73977 3.65215 3.26422
C 3.15377 2.81315 2.29022
O 2.49377 1.76715 2.90222
H 2.93277 3.94015 3.97022
H 3.97377 4.58815 2.97222
H 4.41177 3.20215 3.81422
H 3.95777 2.42615 1.53822
H 2.47677 3.55415 1.68722
H 1.87877 1.23015 2.13522
C 3.05977 2.73515 -4.33078
C 2.83377 1.54615 -3.48778
O 2.97077 1.92315 -2.12578
H 3.14377 2.21815 -5.11178
H 4.13277 3.07915 -4.00778
H 2.35877 3.39915 -4.55178
H 3.66977 0.82515 -3.76378
H 1.74777 1.14515 -3.70278
H 2.65077 1.18615 -1.55978
C -2.38123 -5.37485 0.78422
C -1.90023 -3.93085 0.90622
O -1.98623 -3.46085 2.18822
H -3.36323 -5.72985 1.13222
H -1.78523 -5.85485 1.44622
H -2.53923 -5.62085 -0.30878
H -2.50123 -3.25485 0.49122
H -0.80123 -3.91485 0.31722
H -1.27223 -2.92585 2.24922
C -1.63323 3.70015 -3.62778
C -2.38723 3.15415 -2.39378
O -3.72323 2.94515 -2.69278
H -0.71823 3.66415 -3.43978
H -1.74723 4.74615 -3.93378
H -1.68223 2.92615 -4.22778
H -2.39023 3.97415 -1.77478
H -1.93923 2.29015 -1.91678
H -4.01023 2.36115 -2.00678
```



(3)
Below is a 15-piece molecular cluster, C3H35O15 overall, with properties calculated with the ωB97M-V functional and the def2-TZVPD basis.

As for the net charge: -1. The value obtained for the molecular weight is 311.298 g/mol. The HOMO energy is -5.86 eV. The calculation puts the relative energy (zero: lowest compared OMol25 entry of this formula, charge and spin) at 33.8 kcal/mol.

```
53
C3H35O15, DFT the ωB97M-V functional and the def2-TZVPD basis
C -4.16515 11.37361 -29.91484
C -5.31973 11.62929 -28.96108
C -6.68006 11.65629 -29.57077
O -5.44803 10.59479 -27.98760
H -4.20506 12.23240 -30.60722
H -4.26362 10.48068 -30.44455
H -3.27027 11.19896 -29.39349
H -5.18822 12.52223 -28.37356
H -7.43681 11.79715 -28.80385
H -7.11633 10.78185 -30.05736
H -6.81463 12.45438 -30.30903
O -0.77626 12.42418 -27.77463
H -0.79953 12.41963 -28.72809
H -1.42238 13.16149 -27.68974
O -4.73449 8.49232 -25.54987
H -3.81271 8.52635 -25.28112
H -4.96087 9.19737 -26.13442
O -2.04292 9.39400 -27.42191
H -2.15491 8.44594 -27.49528
H -1.57359 9.57275 -28.26868
O -4.57668 8.20224 -28.95870
H -4.71767 9.10000 -28.69513
H -4.14967 8.28264 -29.79805
O -6.58754 12.30573 -26.41396
H -6.17568 11.77564 -27.08984
H -6.13107 12.15308 -25.63432
O -7.72553 9.08332 -27.47788
H -6.90171 9.55416 -27.55836
H -7.80412 8.61110 -28.28623
O -9.48371 11.69133 -26.93127
H -8.50060 11.67604 -26.87982
H -9.67553 10.84409 -26.57333
O -2.44663 8.33450 -31.12792
H -2.14178 7.40999 -31.05092
H -1.86070 8.99072 -30.73949
O -0.95094 12.50732 -30.46662
H -1.73940 12.72137 -30.92911
H -0.79759 11.57278 -30.57679
O -6.87729 7.73971 -30.14100
H -6.13296 8.03631 -29.69927
H -6.50682 7.48610 -30.96530
O -2.94344 14.19205 -27.47841
H -3.17360 13.26762 -27.31014
H -3.79940 14.67001 -27.61994
O -9.45958 9.69016 -29.66511
H -9.34178 10.51000 -30.15519
H -8.79998 9.85959 -29.01503
O -3.50594 11.82506 -26.55814
H -2.69258 11.41840 -26.88935
H -4.12234 11.44777 -27.20214
O -7.54503 14.43836 -28.43015
H -7.24115 13.67767 -28.00411
H -8.36148 14.58828 -28.02876
```



(4)
Below is the molecule C29H42N2O6, with properties calculated with the ωB97M-V functional and the def2-TZVPD basis.

The value obtained for the molecular weight is 514.663 g/mol. The HOMO energy is -8.15 eV. The calculation puts the relative energy (zero: lowest compared OMol25 entry of this formula, charge and spin) at 0.1 kcal/mol.

```
79
C29H42N2O6, DFT the ωB97M-V functional and the def2-TZVPD basis
C -2.46393 -1.17687 -0.35289
C -1.56509 -0.92743 0.84591
O -1.29034 0.46317 0.92120
C -0.31079 0.81391 1.85500
O 0.97427 0.46886 1.39372
C 1.58689 1.39801 0.58333
C 2.89633 0.91935 0.01421
O 3.94489 1.45777 0.31972
N 2.82615 -0.09210 -0.87375
C 1.63249 -0.78889 -1.28025
C 1.68616 -2.22378 -0.75637
N 2.87125 -2.87933 -1.28041
C 2.90143 -4.29118 -0.93594
C 1.77988 -5.03661 -1.60956
C 1.57024 -4.86403 -2.97027
C 0.55395 -5.52818 -3.65017
C -0.23831 -6.37630 -2.91482
C -0.03531 -6.55507 -1.54662
C 0.96170 -5.89497 -0.87137
O -0.96034 -7.44247 -1.06120
C -1.74302 -7.82930 -2.17039
O -1.29496 -7.14926 -3.32251
C 4.06581 -2.17940 -0.84148
C 4.02976 -0.73746 -1.34783
C 1.14739 2.63242 0.37075
C -0.09176 3.18684 1.00551
C -1.27171 3.35105 0.01816
C -0.81326 3.85185 -1.35343
C -2.00135 3.99411 -2.30172
C -3.04420 4.94754 -1.72939
C -3.50019 4.45985 -0.35890
C -2.30631 4.32909 0.58145
C -0.45551 2.30127 2.21026
C 0.42927 2.64167 3.41999
C -0.04860 3.88853 4.17413
C -1.03055 3.56970 5.30720
O -2.23346 2.97791 4.87726
H -1.96427 -0.86416 -1.26598
H -2.70132 -2.23467 -0.42096
H -3.38417 -0.60886 -0.24889
H -0.62891 -1.49027 0.74857
H -2.06285 -1.24503 1.77523
H -0.44031 0.19746 2.76469
H 0.74748 -0.27214 -0.91516
H 1.60358 -0.81297 -2.37584
H 0.80716 -2.77739 -1.09367
H 1.69347 -2.20153 0.34924
H 2.85228 -4.44743 0.15618
H 3.85692 -4.69367 -1.28845
H 2.21413 -4.18526 -3.50601
H 0.39315 -5.39140 -4.70612
H 1.10452 -6.04206 0.18659
H -1.65181 -8.91688 -2.32454
H -2.79917 -7.57869 -1.98124
H 4.94091 -2.68729 -1.25293
H 4.15124 -2.17122 0.26006
H 4.88567 -0.17270 -0.97593
H 4.02901 -0.73287 -2.44237
H 1.73509 3.28111 -0.25714
H 0.15862 4.18779 1.37723
H -1.74025 2.37297 -0.11321
H -0.31861 4.81993 -1.24186
H -0.09466 3.15169 -1.78327
H -1.65592 4.35772 -3.27219
H -2.45665 3.01272 -2.45491
H -3.89811 5.01857 -2.40659
H -2.60991 5.94538 -1.63286
H -4.22899 5.15536 0.06295
H -3.98629 3.48715 -0.46284
H -1.84044 5.31070 0.70614
H -2.65442 3.99959 1.56193
H -1.50707 2.45072 2.46292
H 1.45081 2.79185 3.06572
H 0.45703 1.79425 4.11179
H -0.52666 4.58063 3.48018
H 0.80637 4.39685 4.62177
H -0.53483 2.92666 6.04939
H -1.32800 4.49695 5.80322
H -2.03270 2.11021 4.51066
```